# 1
{
  "formula": "C27H25N6O3RuS2",
  "method": "ωB97M-V with the def2-TZVPD basis set",
  "species": ["Ru", "C", "C", "C", "C", "C", "C", "C", "S", "O", "O", "N", "C", "C", "C", "C", "C", "C", "C", "C", "N", "C", "H", "H", "H", "H", "H", "H", "H", "H", "H", "H", "H", "H", "H", "C", "N", "C", "C", "O", "N", "C", "N", "H", "H", "H", "H", "H", "H", "H", "N", "C", "S", "C", "C", "C", "C", "C", "C", "H", "H", "H", "H", "H"],
  "xyz": [[1.302, -0.486, 0.191], [-2.977, 5.267, -3.280], [-2.671, 4.010, -2.511], [-1.467, 3.340, -2.680], [-1.182, 2.182, -1.967], [-2.118, 1.696, -1.073], [-3.338, 2.342, -0.894], [-3.604, 3.494, -1.610], [-1.809, 0.255, -0.101], [-1.387, 0.670, 1.217], [-2.989, -0.564, -0.183], [-0.516, -0.465, -0.740], [-0.589, -1.290, -1.867], [-1.652, -1.467, -2.717], [-1.543, -2.341, -3.822], [-0.397, -3.031, -4.081], [0.722, -2.868, -3.229], [1.953, -3.542, -3.411], [2.976, -3.324, -2.543], [2.803, -2.426, -1.471], [1.670, -1.793, -1.274], [0.617, -1.995, -2.137], [-2.165, 5.522, -3.959], [-3.128, 6.109, -2.602], [-3.890, 5.153, -3.866], [-0.734, 3.725, -3.379], [-0.238, 1.674, -2.094], [-4.069, 1.936, -0.207], [-4.551, 4.002, -1.473], [-2.584, -0.954, -2.531], [-2.401, -2.462, -4.471], [-0.323, -3.703, -4.926], [2.064, -4.225, -4.244], [3.929, -3.820, -2.655], [3.596, -2.229, -0.763], [-0.365, -2.781, 4.927], [-0.118, -2.761, 3.505], [-0.067, -3.942, 2.668], [0.347, -3.354, 1.319], [0.473, -3.977, 0.297], [0.554, -1.999, 1.499], [0.288, -1.705, 2.781], [0.423, -0.497, 3.311], [-1.028, -3.612, 5.155], [-0.875, -1.869, 5.237], [0.556, -2.895, 5.504], [-1.037, -4.434, 2.590], [0.680, -4.661, 3.009], [0.557, 0.320, 2.731], [0.210, -0.332, 4.277], [4.072, -1.076, 1.689], [3.064, -0.856, 1.165], [2.152, 1.453, -0.737], [2.036, 2.141, 0.912], [0.823, 2.686, 1.340], [0.691, 3.215, 2.620], [1.779, 3.222, 3.478], [2.999, 2.707, 3.050], [3.132, 2.176, 1.780], [-0.019, 2.690, 0.666], [-0.259, 3.630, 2.930], [1.686, 3.640, 4.473], [3.854, 2.715, 3.713], [4.077, 1.761, 1.463]],
  "lowdin_charge": [1.01, -0.05, -0.27, -0.02, -0.07, -0.29, -0.05, -0.04, 0.58, -0.33, -0.29, -0.28, -0.25, -0.01, -0.06, -0.04, -0.15, 0.00, -0.03, -0.09, -0.04, -0.14, 0.07, 0.08, 0.08, 0.12, 0.06, 0.12, 0.12, 0.10, 0.11, 0.11, 0.12, 0.11, 0.09, -0.02, -0.09, -0.02, -0.44, 0.10, 0.03, -0.39, 0.24, 0.10, 0.09, 0.10, 0.14, 0.14, 0.08, 0.11, -0.01, -0.45, 0.61, -0.66, -0.14, -0.09, -0.10, -0.08, -0.13, 0.08, 0.11, 0.10, 0.11, 0.09],
  "total_energy_ha": -2489.4955,
  "molar_mass_g_mol": 646.74,
  "orbital_gap_ev": [7.7, 6.8],
  "spin_multiplicity": 2
}



# 2
{
  "formula": "C27H25N8OReSe",
  "method": "ωB97M-V with the def2-TZVPD basis set",
  "species": ["Re", "O", "C", "N", "C", "C", "C", "C", "C", "C", "N", "C", "C", "C", "C", "C", "N", "H", "H", "H", "H", "H", "H", "H", "H", "H", "H", "N", "C", "C", "C", "C", "C", "C", "C", "N", "C", "C", "N", "C", "H", "H", "H", "H", "H", "H", "H", "C", "N", "C", "C", "N", "C", "C", "Se", "H", "H", "H", "H", "H", "H", "H", "H"],
  "xyz": [[-0.608, 0.329, -0.074], [-2.891, 3.230, 1.644], [-2.068, 2.391, 1.398], [-1.742, 1.927, 0.133], [-2.187, 2.679, -1.024], [-1.182, 2.382, -2.100], [-1.020, 3.133, -3.244], [-0.020, 2.797, -4.145], [0.798, 1.698, -3.893], [0.604, 0.981, -2.741], [-0.378, 1.304, -1.852], [-1.239, 1.694, 2.440], [-1.218, 2.083, 3.754], [-0.387, 1.394, 4.637], [0.374, 0.333, 4.168], [0.318, 0.001, 2.828], [-0.480, 0.670, 1.968], [-2.231, 3.749, -0.812], [-3.194, 2.383, -1.343], [-1.660, 3.988, -3.416], [0.133, 3.396, -5.034], [1.583, 1.409, -4.577], [1.199, 0.114, -2.493], [-1.837, 2.914, 4.067], [-0.335, 1.684, 5.679], [1.011, -0.239, 4.828], [0.880, -0.827, 2.422], [9.577, -2.766, 1.527], [8.471, -2.635, 1.249], [7.083, -2.467, 0.900], [6.568, -3.101, -0.226], [5.235, -2.937, -0.569], [4.436, -2.143, 0.235], [4.927, -1.509, 1.364], [6.261, -1.670, 1.693], [3.038, -1.970, -0.125], [2.275, -2.841, -0.868], [1.045, -2.285, -0.976], [1.032, -1.074, -0.295], [2.266, -0.933, 0.204], [7.213, -3.715, -0.840], [4.856, -3.407, -1.465], [4.294, -0.916, 2.011], [6.669, -1.189, 2.572], [2.660, -3.778, -1.230], [0.185, -2.666, -1.501], [2.627, -0.078, 0.753], [-4.429, -0.514, 2.024], [-4.662, -0.199, 0.604], [-5.825, 0.359, 0.121], [-5.712, 0.413, -1.226], [-4.476, -0.105, -1.552], [-3.997, -0.295, -2.933], [-3.851, -0.464, -0.425], [-2.186, -1.397, -0.337], [-5.006, 0.188, 2.617], [-3.371, -0.400, 2.244], [-4.748, -1.534, 2.228], [-6.625, 0.660, 0.776], [-6.398, 0.767, -1.977], [-4.486, 0.446, -3.558], [-4.251, -1.295, -3.275], [-2.920, -0.148, -2.961]],
  "lowdin_charge": [1.28, 0.17, -0.45, -0.16, -0.11, -0.21, 0.04, 0.04, 0.01, -0.07, -0.09, -0.17, 0.06, 0.04, 0.01, -0.07, -0.08, 0.15, 0.14, 0.15, 0.14, 0.14, 0.11, 0.15, 0.14, 0.14, 0.11, 0.21, -0.15, -0.19, 0.02, 0.01, -0.17, -0.01, 0.01, 0.02, 0.01, -0.13, -0.17, -0.14, 0.14, 0.12, 0.11, 0.14, 0.14, 0.09, 0.14, 0.03, -0.09, 0.03, 0.02, -0.10, 0.03, -0.58, 0.92, 0.12, 0.07, 0.12, 0.16, 0.15, 0.11, 0.12, 0.07],
  "total_energy_ha": -4035.9984,
  "molar_mass_g_mol": 742.72,
  "total_charge": 3,
  "orbital_gap_ev": [5.2, 5.5],
  "spin_multiplicity": 2
}



# 3
{
  "formula": "C27H25NO4",
  "method": "ωB97M-V with the def2-TZVPD basis set",
  "species": ["C", "C", "C", "O", "C", "O", "C", "C", "C", "C", "C", "C", "C", "C", "C", "O", "O", "H", "H", "H", "H", "H", "H", "H", "H", "H", "H", "H", "H", "H", "C", "C", "N", "C", "C", "C", "C", "C", "C", "C", "C", "C", "C", "C", "C", "H", "H", "H", "H", "H", "H", "H", "H", "H", "H", "H", "H"],
  "xyz": [[-3.816, -2.526, 1.102], [-3.549, -2.238, -0.376], [-4.724, -2.744, -1.218], [-3.370, -0.838, -0.645], [-2.163, -0.255, -0.253], [-2.171, 0.934, 0.023], [-0.943, -1.068, -0.079], [-0.216, -0.658, 1.120], [-0.887, -0.873, 2.479], [-0.448, -1.978, 3.221], [-0.827, -2.133, 4.552], [-1.672, -1.195, 5.147], [-2.133, -0.102, 4.406], [-1.740, 0.064, 3.071], [-1.170, -2.488, -0.291], [-0.353, -3.334, 0.021], [-2.357, -2.934, -0.832], [-3.029, -2.128, 1.760], [-4.775, -2.069, 1.390], [-3.902, -3.613, 1.248], [-4.578, -2.478, -2.264], [-4.819, -3.827, -1.125], [-5.661, -2.294, -0.866], [0.668, -1.282, 1.193], [0.049, 0.403, 0.986], [0.229, -2.700, 2.750], [-0.453, -2.987, 5.114], [-1.976, -1.323, 6.191], [-2.794, 0.628, 4.869], [-2.065, 0.937, 2.492], [2.175, -2.020, -0.222], [1.497, -0.832, -0.784], [1.662, -0.554, -2.106], [2.297, 0.593, -2.631], [2.830, 1.658, -1.926], [3.601, 2.589, -2.643], [3.864, 2.414, -4.012], [3.399, 1.284, -4.692], [2.633, 0.357, -3.982], [2.187, -0.967, -4.303], [1.605, -1.521, -3.139], [1.229, -2.848, -3.056], [1.407, -3.633, -4.213], [1.941, -3.082, -5.388], [2.355, -1.745, -5.448], [2.575, -1.739, 0.757], [1.502, -2.879, -0.068], [3.015, -2.300, -0.877], [1.583, 0.086, -0.198], [2.635, 1.762, -0.859], [3.997, 3.465, -2.134], [4.460, 3.152, -4.550], [3.604, 1.104, -5.746], [0.807, -3.218, -2.129], [1.119, -4.686, -4.178], [2.047, -3.713, -6.270], [2.788, -1.290, -6.340]],
  "lowdin_charge": [0.03, -0.52, 0.01, 0.07, -0.39, 0.09, -0.07, -0.17, -0.20, -0.04, -0.09, -0.10, -0.08, -0.03, -0.44, 0.05, 0.06, 0.08, 0.10, 0.11, 0.09, 0.09, 0.10, 0.07, 0.13, 0.12, 0.10, 0.10, 0.10, 0.11, -0.04, -0.03, 0.04, -0.12, 0.00, -0.07, -0.08, -0.01, -0.11, -0.11, -0.13, 0.02, -0.05, -0.08, -0.01, 0.10, 0.08, 0.11, 0.12, 0.11, 0.10, 0.10, 0.11, 0.10, 0.11, 0.10, 0.12],
  "total_energy_ha": -1399.5303,
  "molar_mass_g_mol": 427.50,
  "orbital_gap_ev": 6.5,
  "spin_multiplicity": 1
}



# 4
{
  "formula": "C27H26AlN5S",
  "method": "ωB97M-V with the def2-TZVPD basis set",
  "species": ["Al", "C", "C", "C", "C", "C", "C", "C", "C", "S", "C", "N", "C", "C", "C", "C", "C", "C", "C", "C", "H", "H", "H", "H", "H", "H", "H", "H", "H", "H", "H", "H", "H", "H", "H", "H", "N", "C", "N", "C", "C", "C", "C", "C", "C", "H", "H", "H", "H", "H", "H", "N", "C", "C", "C", "N", "H", "H", "H", "H"],
  "xyz": [[-1.333, -0.157, 1.397], [2.894, 0.010, -4.048], [2.167, -1.231, -3.500], [2.792, -2.498, -4.100], [0.699, -1.165, -3.930], [2.312, -1.240, -1.975], [3.582, -1.438, -1.391], [3.778, -1.462, -0.028], [2.671, -1.249, 0.792], [2.562, -1.298, 2.527], [0.895, -0.994, 2.454], [0.436, -0.812, 1.218], [1.425, -1.005, 0.244], [1.233, -1.032, -1.137], [-0.042, -0.950, 3.594], [0.337, -1.292, 4.888], [-0.624, -1.311, 5.886], [-1.945, -1.002, 5.587], [-2.314, -0.656, 4.290], [-1.373, -0.614, 3.270], [2.810, 0.042, -5.138], [3.955, 0.002, -3.793], [2.455, 0.928, -3.645], [2.690, -2.475, -5.187], [2.291, -3.397, -3.731], [3.857, -2.586, -3.876], [0.638, -1.233, -5.017], [0.227, -0.219, -3.640], [0.118, -1.995, -3.516], [4.438, -1.600, -2.034], [4.758, -1.650, 0.391], [0.233, -0.927, -1.539], [1.365, -1.557, 5.120], [-0.346, -1.580, 6.897], [-2.693, -1.034, 6.369], [-3.354, -0.417, 4.089], [-1.629, 3.769, 1.913], [-1.926, 2.486, 2.061], [-1.389, 1.739, 1.092], [-0.671, 2.637, 0.264], [0.068, 2.427, -0.898], [0.644, 3.533, -1.484], [0.490, 4.821, -0.944], [-0.250, 5.040, 0.197], [-0.826, 3.917, 0.780], [-1.926, 4.507, 2.534], [-2.523, 2.102, 2.877], [0.193, 1.444, -1.324], [1.228, 3.410, -2.388], [0.960, 5.661, -1.440], [-0.380, 6.032, 0.611], [-3.592, -0.286, -0.558], [-4.633, -1.077, -0.833], [-4.510, -2.221, -0.069], [-3.341, -2.043, 0.655], [-2.774, -0.860, 0.349], [-3.364, 0.605, -0.967], [-5.384, -0.784, -1.552], [-5.179, -3.066, -0.048], [-2.879, -2.698, 1.380]],
  "lowdin_charge": [0.44, -0.03, -0.55, -0.03, -0.06, -0.14, 0.01, -0.03, -0.42, 1.24, -0.48, 0.05, -0.25, 0.02, -0.23, -0.01, -0.03, -0.04, -0.08, -0.13, 0.10, 0.09, 0.08, 0.10, 0.10, 0.08, 0.10, 0.08, 0.09, 0.12, 0.13, 0.10, 0.12, 0.12, 0.12, 0.11, 0.18, -0.08, 0.08, -0.18, 0.00, -0.04, -0.04, 0.02, -0.16, 0.19, 0.15, 0.09, 0.12, 0.12, 0.13, 0.06, -0.02, 0.01, -0.05, -0.02, 0.18, 0.15, 0.13, 0.14],
  "total_energy_ha": -1958.5511,
  "molar_mass_g_mol": 479.59,
  "total_charge": 2,
  "orbital_gap_ev": 8.0,
  "spin_multiplicity": 1
}



# 5
{
  "formula": "C27H26AsNNiO2S",
  "method": "ωB97M-V with the def2-TZVPD basis set",
  "species": ["Ni", "O", "N", "C", "C", "C", "C", "C", "S", "H", "H", "H", "H", "C", "C", "C", "C", "C", "C", "As", "C", "C", "C", "C", "C", "C", "C", "C", "C", "C", "C", "C", "H", "H", "H", "H", "H", "H", "H", "H", "H", "H", "H", "H", "H", "C", "C", "C", "C", "O", "H", "H", "H", "H", "H", "H", "H", "H", "H"],
  "xyz": [[1.319, 0.483, -1.313], [1.601, -0.879, 0.117], [1.777, -2.126, -0.257], [2.097, -2.998, 0.717], [2.295, -4.328, 0.467], [2.153, -4.788, -0.844], [1.827, -3.896, -1.827], [1.629, -2.518, -1.567], [1.227, -1.389, -2.776], [2.173, -2.545, 1.694], [2.560, -4.992, 1.278], [2.294, -5.835, -1.080], [1.706, -4.215, -2.853], [-5.824, 1.318, -0.880], [-5.119, 0.768, -1.941], [-3.741, 0.616, -1.856], [-3.048, 0.997, -0.709], [-3.763, 1.554, 0.348], [-5.142, 1.716, 0.260], [-1.096, 0.592, -0.665], [-0.821, 0.963, 1.227], [-0.566, 2.196, 1.808], [-0.348, 2.286, 3.177], [-0.370, 1.136, 3.955], [-0.619, -0.100, 3.374], [-0.855, -0.194, 2.008], [-1.146, -1.437, 1.262], [-1.210, -2.715, 1.803], [-1.459, -3.806, 0.981], [-1.646, -3.628, -0.383], [-1.584, -2.351, -0.931], [-1.342, -1.262, -0.109], [-6.899, 1.436, -0.943], [-5.642, 0.454, -2.837], [-3.194, 0.200, -2.695], [-3.245, 1.861, 1.248], [-5.684, 2.148, 1.094], [-0.527, 3.088, 1.194], [-0.150, 3.248, 3.634], [-0.189, 1.203, 5.021], [-0.623, -0.993, 3.990], [-1.055, -2.865, 2.867], [-1.496, -4.803, 1.405], [-1.818, -4.484, -1.024], [-1.687, -2.213, -1.999], [2.765, 2.724, 0.158], [3.156, 2.774, -1.328], [2.837, 4.180, -1.866], [4.670, 2.535, -1.440], [2.496, 1.822, -2.079], [3.175, 3.567, 0.730], [3.113, 1.791, 0.610], [1.675, 2.755, 0.235], [3.395, 4.966, -1.340], [1.766, 4.374, -1.759], [3.085, 4.219, -2.930], [5.251, 3.266, -0.861], [4.968, 2.596, -2.490], [4.898, 1.529, -1.079]],
  "lowdin_charge": [0.02, -0.21, -0.18, -0.05, -0.09, -0.11, -0.11, -0.67, 0.66, 0.13, 0.09, 0.10, 0.09, -0.11, -0.10, -0.13, -0.35, -0.10, -0.10, 1.37, -0.33, -0.12, -0.09, -0.09, -0.03, -0.19, -0.20, -0.04, -0.10, -0.09, -0.11, -0.31, 0.09, 0.10, 0.10, 0.09, 0.10, 0.10, 0.10, 0.09, 0.10, 0.10, 0.10, 0.10, 0.09, -0.07, -0.79, -0.07, -0.07, -0.31, 0.07, 0.08, 0.04, 0.06, 0.07, 0.07, 0.07, 0.07, 0.07],
  "total_energy_ha": -5391.9913,
  "molar_mass_g_mol": 562.19,
  "total_charge": -1,
  "orbital_gap_ev": [6.3, 5.7],
  "spin_multiplicity": 2
}



# 6
{
  "formula": "C27H26BBrN3O4SeV",
  "method": "ωB97M-V with the def2-TZVPD basis set",
  "species": ["V", "O", "C", "C", "C", "C", "C", "C", "C", "O", "N", "N", "C", "C", "Br", "C", "C", "C", "C", "C", "C", "C", "H", "H", "H", "H", "H", "H", "H", "H", "H", "H", "H", "H", "H", "H", "Se", "C", "N", "C", "C", "C", "C", "C", "C", "C", "C", "O", "B", "O", "C", "C", "H", "H", "H", "H", "H", "H", "H", "H", "H", "H", "H", "H"],
  "xyz": [[-0.065, 0.303, 1.605], [1.722, 0.306, -0.916], [3.067, 0.529, -0.687], [4.041, 0.061, -1.546], [5.373, 0.357, -1.285], [5.735, 1.112, -0.180], [4.752, 1.561, 0.686], [3.413, 1.272, 0.446], [2.359, 1.773, 1.362], [1.552, 0.666, 1.862], [1.375, 2.656, 0.737], [0.125, 2.141, 0.589], [-0.751, 2.754, -0.125], [-2.066, 2.218, -0.320], [-2.282, 0.469, 0.429], [-3.119, 2.736, -0.978], [-3.232, 4.069, -1.552], [-2.591, 5.191, -1.015], [-2.731, 6.422, -1.629], [-3.505, 6.542, -2.777], [-4.166, 5.439, -3.302], [-4.045, 4.208, -2.682], [1.623, -0.228, -1.713], [3.768, -0.526, -2.415], [6.135, -0.008, -1.960], [6.774, 1.341, 0.010], [5.023, 2.133, 1.565], [2.771, 2.242, 2.256], [1.706, 3.278, 0.013], [-0.500, 3.674, -0.646], [-3.976, 2.085, -1.128], [-2.042, 5.127, -0.084], [-2.258, 7.297, -1.204], [-3.612, 7.506, -3.255], [-4.784, 5.543, -4.183], [-4.570, 3.349, -3.082], [-1.329, -1.985, 5.442], [-0.910, -1.172, 4.061], [-0.598, -0.565, 3.037], [0.162, -7.644, -2.263], [-0.749, -7.190, -1.116], [-0.808, -8.278, -0.037], [-2.156, -6.978, -1.673], [-0.182, -5.908, -0.499], [1.123, -5.922, 0.022], [1.727, -4.815, 0.604], [0.956, -3.676, 0.646], [1.300, -2.408, 1.163], [0.172, -1.697, 0.943], [-0.859, -2.348, 0.333], [-0.321, -3.644, 0.148], [-0.931, -4.732, -0.434], [-0.248, -8.543, -2.726], [1.168, -7.885, -1.918], [0.244, -6.875, -3.033], [-1.204, -9.202, -0.462], [-1.455, -7.982, 0.790], [0.179, -8.500, 0.370], [-2.510, -7.911, -2.111], [-2.177, -6.221, -2.459], [-2.869, -6.694, -0.896], [1.693, -6.839, -0.031], [2.734, -4.847, 0.993], [-1.936, -4.665, -0.821]],
  "lowdin_charge": [0.85, 0.04, -0.24, 0.01, -0.04, -0.05, 0.00, -0.12, -0.23, -0.17, 0.06, -0.09, -0.12, -0.52, 1.11, -0.04, -0.22, -0.04, -0.05, -0.04, -0.04, -0.01, 0.13, 0.13, 0.12, 0.12, 0.13, 0.17, 0.17, 0.15, 0.13, 0.11, 0.12, 0.12, 0.12, 0.12, 1.07, -0.79, -0.10, -0.04, -0.56, -0.04, -0.06, -0.14, 0.00, 0.05, -0.16, 0.21, -0.60, 0.14, -0.15, 0.08, 0.09, 0.08, 0.09, 0.09, 0.09, 0.08, 0.09, 0.09, 0.09, 0.12, 0.13, 0.12],
  "total_energy_ha": -7453.4536,
  "molar_mass_g_mol": 677.14,
  "total_charge": 2,
  "orbital_gap_ev": 5.3,
  "spin_multiplicity": 1
}